ORCA calculation (ωB97M-V/def2-TZVPD) on a structure of composition C10H20N4O7Zn at a distorted geometry.

Geometry as XYZ:
```
42
Properties=species:S:1:pos:R:3:forces:R:3
O -0.288 -0.939 -3.007 -0.05 -0.87 -1.65
H 0.056 -1.339 -3.840 -0.54 0.20 0.64
Zn 1.066 0.509 0.363 -1.60 -1.57 0.33
N 1.651 -1.298 -0.555 -1.42 -2.91 0.66
N -0.574 -1.714 0.661 1.77 -1.64 -1.72
N 1.180 2.529 0.455 -2.25 1.25 1.17
N -0.984 1.217 1.174 -0.29 2.64 0.46
O 2.770 -1.085 -1.121 2.04 0.87 -1.31
O 1.956 3.155 -0.366 0.84 -0.13 -0.42
O -2.200 0.633 1.415 0.55 -0.18 0.22
O -1.704 -1.849 1.262 -1.41 0.19 0.75
C -0.031 -2.818 0.109 -1.88 2.47 1.67
C 1.195 -2.581 -0.578 1.01 2.83 0.41
C 0.278 3.213 1.177 2.16 -1.07 -0.52
C -0.880 2.467 1.639 -0.27 -2.94 -0.14
C 2.004 -3.636 -1.219 0.35 -0.27 -0.23
H 2.005 -3.523 -2.312 0.21 0.02 0.06
H 1.644 -4.644 -0.995 -0.02 0.26 0.00
H 3.044 -3.558 -0.883 -0.06 0.08 -0.19
C -0.685 -4.126 0.302 -0.20 -0.55 0.01
H -1.699 -4.149 -0.107 -0.05 0.12 0.12
H -0.765 -4.363 1.367 -0.14 0.10 0.00
H -0.129 -4.930 -0.162 0.11 -0.17 -0.12
C 0.535 4.643 1.506 -0.34 0.17 -0.35
C -1.873 3.059 2.604 -0.05 0.06 -0.14
H 1.224 5.015 0.736 -0.25 0.14 0.32
H 1.033 4.696 2.492 -0.29 0.15 -0.36
H -0.406 5.218 1.517 0.53 -0.02 0.09
H -2.603 2.305 2.939 0.38 0.34 -0.29
H -2.402 3.907 2.140 0.07 -0.26 0.22
H -1.325 3.445 3.478 -0.16 -0.02 -0.28
H 1.514 1.865 -1.543 0.67 -0.33 0.61
H -2.028 -0.395 1.367 -0.06 -0.35 0.07
C -1.835 -0.654 -2.853 1.41 0.43 0.55
H -2.503 -1.505 -3.007 1.05 -0.47 -0.22
H -2.115 0.156 -3.533 0.41 -0.02 0.44
H -1.741 -0.467 -1.795 -0.83 0.59 0.38
O 0.938 1.030 -1.577 -0.53 1.33 -3.20
H 0.477 -0.397 -2.595 -0.84 0.01 0.66
H 0.216 1.460 -2.067 -0.39 -0.12 0.59
O 2.263 -0.478 3.171 -1.81 1.22 -2.83
C 1.723 -0.073 2.242 2.17 -1.59 3.58
```
Positions in Å, forces in eV/Å.

Output
E in eV: -79394.654
2S+1: 1
Gap between HOMO and LUMO (alpha / beta) in eV: 4.482 / 4.462